Formula: C10H35NO7
Source: the OMol25 dataset
Level of theory: ωB97M-V/def2-TZVPD

```
53
Properties=species:S:1:pos:R:3:forces:R:3:lowdin_charge:R:1
O 4.135 2.334 2.704 -0.7 -0.3 0.3 -0.222
O -1.565 1.343 -3.340 0.9 1.7 0.4 -0.142
O -3.716 2.548 0.533 -0.1 0.3 0.3 -0.120
O -2.947 -0.866 -3.103 -1.0 -1.5 0.4 -0.152
O -4.116 -2.520 -1.035 -1.2 0.4 0.2 -0.132
O 0.457 -1.800 2.029 -0.8 -0.3 -0.9 -0.156
O 0.364 -1.938 -0.938 0.5 -0.9 -0.5 -0.118
N 2.703 -0.266 2.458 0.5 0.3 -0.2 0.045
C -0.113 -0.654 -1.172 -0.1 0.5 -0.2 -0.173
C -3.338 -3.006 0.025 0.3 -0.3 -0.6 -0.165
C 2.618 0.841 1.495 -0.3 1.5 1.0 -0.367
C 3.938 1.626 1.469 0.8 0.7 0.7 -0.193
C 5.347 3.071 2.829 -0.7 -0.6 -0.8 -0.089
C 1.132 -2.986 2.328 -0.1 -0.5 1.1 -0.180
C -2.581 -2.126 -3.690 0.6 1.1 -0.4 -0.128
C -0.539 1.974 -4.136 -1.0 -0.1 -0.6 -0.106
C -3.931 1.180 0.271 -0.3 -0.9 0.2 -0.171
C 1.450 1.755 2.020 0.1 -0.3 -0.4 -0.043
H -3.995 -3.531 0.718 0.1 -0.2 -0.2 0.078
H 0.389 0.046 -0.504 -0.5 0.3 0.4 0.064
H 0.487 -3.853 2.182 0.1 0.1 -0.3 0.083
H 2.084 -3.075 1.806 0.0 -0.2 -0.3 0.076
H -2.461 -2.000 -4.766 -0.4 -0.2 -0.2 0.077
H 5.512 3.547 1.862 0.3 0.5 0.1 0.083
H -3.349 -2.860 -3.446 0.0 0.1 -0.2 0.082
H -3.578 -2.116 -1.720 0.2 0.5 0.3 0.004
H 3.032 0.226 3.276 -0.3 -0.1 0.8 0.089
H -2.609 -3.658 -0.455 0.4 -0.4 0.8 0.080
H 4.816 0.987 1.369 0.0 -0.6 -0.3 0.119
H 1.545 2.044 3.067 0.6 -0.1 0.0 0.076
H -0.438 1.203 -4.900 1.1 0.6 -0.2 0.094
H 5.225 3.788 3.641 0.0 0.0 -0.2 0.091
H 1.160 -1.169 2.203 0.3 1.2 0.2 -0.003
H 6.193 2.417 3.039 0.1 -0.1 0.1 0.083
H -4.463 0.684 1.083 0.0 0.0 0.3 0.079
H -0.898 2.918 -4.547 -0.6 -0.2 -0.6 0.077
H 0.343 2.379 -3.640 0.4 -1.2 0.6 0.079
H -2.306 -0.157 -3.183 0.5 -0.1 -0.4 0.006
H 0.192 -2.126 -0.013 0.1 0.0 0.5 0.035
H 0.493 1.233 2.016 0.0 -0.2 -0.5 0.069
H 4.004 2.340 0.648 -0.3 0.2 -0.3 0.120
H -4.577 1.018 -0.592 0.3 0.1 -0.4 0.081
H 0.148 -0.287 -2.165 0.1 -0.5 -0.2 0.071
H 2.422 0.501 0.478 -0.1 -0.2 0.1 0.129
H 1.353 -2.942 3.395 0.3 -0.4 0.3 0.076
H 3.515 -0.827 2.244 0.1 -0.5 -0.4 0.092
H -1.201 -0.664 -1.116 -0.1 0.6 0.3 0.064
H -2.981 0.652 0.189 0.0 0.1 -0.4 0.066
H -2.820 -2.248 0.613 0.1 0.3 -0.1 0.066
H -4.273 2.739 1.291 0.1 0.4 -0.1 0.070
H -2.006 2.090 -2.929 -0.5 -0.3 0.5 0.097
H 1.357 2.686 1.460 0.0 -0.1 -0.2 0.080
H -1.613 -2.497 -3.352 0.1 0.0 0.4 0.079
```
Forces are in eV/Å.

Output
HOMO-LUMO gap in eV: 9.901
Structure (SMILES): COC[C@H](C)N.CO.CO.CO.CO.CO.CO
Total charge: 0
E in eV: -26756.4657

Formula: C4H6O
Source: the OMol25 dataset
Level of theory: ωB97M-V/def2-TZVPD

```
11
Properties=species:S:1:pos:R:3:forces:R:3:lowdin_charge:R:1
O 0.372 0.357 1.669 0.1 -0.2 0.1 -0.036
C 0.377 0.408 0.251 -0.1 0.0 -0.3 -0.463
C -0.969 0.978 -0.188 -0.1 0.1 0.0 -0.048
C 0.568 -0.915 -0.366 0.0 -0.5 -0.2 -0.095
C 0.669 -1.976 -0.926 -0.1 0.4 0.2 0.126
H 1.192 1.065 -0.095 -0.2 -0.1 0.1 0.142
H -1.762 0.459 0.357 0.1 0.0 -0.1 0.089
H 0.718 -2.909 -1.441 0.1 0.1 0.1 0.027
H -1.120 0.827 -1.260 0.0 0.1 0.1 0.084
H -1.023 2.043 0.045 0.0 -0.1 0.0 0.080
H 0.979 -0.336 1.954 0.0 0.1 0.0 0.093
```
Forces are in eV/Å.

Output
HOMO-LUMO gap in eV: 11.099
Structure (SMILES): C#C[C@@H](C)O
Total charge: 0
E in eV: -6290.5845

Formula: C25H36N4O4S
Source: the OMol25 dataset
Level of theory: ωB97M-V/def2-TZVPD

```
70
Properties=species:S:1:pos:R:3:forces:R:3:lowdin_charge:R:1
S 2.889 0.410 -1.110 -0.2 0.3 -0.6 0.677
O -4.011 0.066 -0.958 -0.2 -0.2 -0.2 0.103
O 3.858 -0.582 -0.743 0.1 -0.1 -0.1 -0.287
O -2.852 -1.996 1.081 -0.1 -0.1 -0.1 0.074
O 2.820 1.593 -0.288 -0.2 0.0 -0.1 -0.296
N -1.573 -0.975 2.674 0.3 0.1 0.5 0.150
N 3.161 0.804 -2.714 -0.2 -0.4 1.1 -0.261
N -2.055 0.730 0.014 0.2 0.3 0.2 0.155
N -3.631 1.052 2.328 -0.1 0.1 0.1 -0.182
C 0.233 0.447 -0.614 -0.3 0.1 0.0 -0.006
C -1.004 -3.814 2.195 -0.1 -0.1 -0.2 -0.037
C -3.880 2.944 0.713 -0.2 -0.2 0.1 -0.035
C 2.294 -2.105 1.535 0.0 0.0 0.1 -0.075
C 0.012 -2.730 2.023 -0.1 0.0 0.0 -0.193
C -4.212 1.856 3.391 0.1 0.1 0.0 -0.082
C -2.724 -1.216 1.996 -0.4 0.1 0.3 -0.457
C -3.884 -0.376 2.539 0.0 -0.1 -0.2 -0.085
C 0.751 -0.432 2.314 0.0 -0.1 0.1 -0.217
C 2.026 -0.804 1.919 -0.1 -0.1 0.2 -0.066
C -4.117 1.459 1.006 0.0 0.0 -0.1 -0.293
C 2.079 -2.211 -2.577 0.0 -0.2 0.0 -0.033
C -1.370 -1.162 -1.381 -0.1 0.1 0.1 0.016
C 5.469 1.723 -2.599 -0.2 -0.2 -0.1 -0.071
C -0.267 -1.394 2.322 0.3 -0.1 -0.2 -0.147
C 4.524 0.679 -3.187 0.5 -0.1 0.2 -0.256
C 1.343 1.432 -4.240 0.2 0.2 0.2 -0.061
C 1.239 -0.274 -1.221 0.3 0.3 0.1 -0.235
C -0.345 -1.870 -1.979 0.2 0.2 0.0 -0.007
C -1.084 0.004 -0.677 0.4 -0.2 -0.4 -0.197
C 1.297 -3.056 1.606 0.0 0.1 0.0 -0.036
C 2.357 1.905 -3.202 -0.6 0.2 -0.3 -0.252
C 0.509 0.985 2.758 0.1 -0.1 -0.1 -0.032
C -3.410 0.644 -0.087 -0.1 0.4 0.2 -0.460
C 0.981 -1.449 -1.914 0.0 -0.2 -0.1 -0.254
H 1.741 -3.204 -2.862 0.0 -0.1 0.0 0.084
H 5.170 2.730 -2.883 0.0 0.1 0.0 0.069
H -2.874 3.245 0.995 0.1 0.1 0.0 0.083
H 5.449 1.649 -1.515 0.1 0.1 0.1 0.069
H -5.310 1.829 3.394 -0.1 0.0 0.0 0.098
H 4.856 -0.316 -2.887 0.1 0.0 -0.2 0.108
H 0.542 1.047 3.848 -0.1 0.1 0.1 0.092
H -3.853 1.488 4.352 0.0 0.0 0.0 0.086
H -1.716 -3.805 1.371 0.0 -0.1 0.1 0.072
H -2.387 -1.514 -1.431 0.0 0.0 0.0 0.108
H -0.455 1.370 2.429 -0.1 0.1 0.0 0.056
H 0.762 2.277 -4.602 -0.1 0.1 -0.1 0.074
H -1.700 1.337 0.739 -0.2 -0.1 0.0 0.121
H 0.500 1.349 -0.088 -0.1 0.2 0.1 0.114
H 0.665 0.702 -3.804 -0.1 -0.1 0.0 0.065
H -4.594 3.568 1.244 0.0 0.1 0.0 0.076
H -0.516 -4.785 2.230 0.1 -0.1 0.1 0.078
H -3.973 -0.572 3.610 0.0 0.0 -0.1 0.127
H 3.284 -2.365 1.195 0.1 0.0 0.0 0.104
H 1.840 2.345 -2.345 0.0 0.2 -0.2 0.107
H 1.853 0.972 -5.082 0.0 -0.1 -0.1 0.074
H -4.808 -0.710 2.048 0.1 0.0 0.1 0.140
H -1.569 -3.666 3.114 -0.1 0.0 0.1 0.086
H -0.579 -2.781 -2.508 0.0 -0.1 -0.1 0.118
H 2.410 -1.680 -3.470 0.1 0.0 -0.1 0.082
H 2.931 -2.289 -1.908 0.1 -0.2 -0.1 0.069
H -4.009 3.118 -0.353 0.0 0.1 -0.1 0.093
H -1.608 -0.200 3.322 -0.1 -0.1 -0.1 0.131
H -3.886 2.888 3.287 -0.1 0.1 0.1 0.078
H 1.293 1.627 2.363 0.0 0.1 0.0 0.082
H 4.510 0.735 -4.280 -0.1 -0.1 0.1 0.124
H 2.810 -0.064 1.886 0.1 0.1 0.0 0.108
H 3.000 2.676 -3.638 0.0 0.0 0.2 0.119
H 6.483 1.549 -2.950 0.1 0.0 0.0 0.076
H -5.196 1.248 0.903 0.2 -0.1 0.0 0.156
H 1.514 -4.083 1.351 0.0 -0.1 0.0 0.111
```
Forces are in eV/Å.

Output
HOMO-LUMO gap in eV: 8.644
Structure (SMILES): CCN(CC)S(=O)(=O)c1cc(NC(=O)[C@H](C)N(C)CC(=O)Nc2c(C)cccc2C)ccc1C
Total charge: 0
E in eV: -51496.0897

Formula: C2HClNO4
Source: the OMol25 dataset
Level of theory: ωB97M-V/def2-TZVPD

```
9
Properties=species:S:1:pos:R:3:forces:R:3:lowdin_charge:R:1
Cl -0.864 0.043 1.553 -0.1 0.0 0.4 0.165
O -0.370 -0.777 -1.067 0.0 -0.8 -0.2 -0.032
O 2.255 -0.836 0.040 0.8 1.5 0.0 0.187
O 1.141 -2.833 0.024 -0.8 -1.4 0.0 0.184
O -1.138 2.461 0.018 -0.1 -0.1 0.4 -0.156
N -0.842 1.453 -0.887 -0.3 1.9 -0.8 -0.046
C 1.630 -1.796 0.007 0.1 -0.2 0.1 -0.518
C -0.655 0.274 -0.581 0.3 -0.8 0.2 -0.738
H -1.157 2.010 0.893 0.0 0.0 -0.1 -0.045
```
Forces are in eV/Å.

Output
HOMO-LUMO gap in eV: 8.072
Total charge: -1
E in eV: -24294.0711

Formula: C9H9NO
Source: the OMol25 dataset
Level of theory: ωB97M-V/def2-TZVPD

```
20
Properties=species:S:1:pos:R:3:forces:R:3:lowdin_charge:R:1
O -1.681 1.343 -0.696 3.8 -0.5 -0.4 0.034
N 0.638 0.550 -0.551 0.0 -1.0 0.5 -0.074
C -2.424 -1.981 0.890 2.3 1.3 -0.3 -0.095
C -0.091 1.507 -1.182 -2.8 0.4 0.7 -0.216
C 1.687 0.834 0.412 2.5 0.4 1.6 -0.056
C -1.569 0.137 -0.073 -1.6 -2.1 0.3 -0.228
C 0.015 -1.633 0.573 -2.2 0.6 -1.5 -0.008
C 0.205 2.423 -2.067 -3.2 2.0 -1.1 0.066
C -1.112 -2.424 0.947 1.8 1.1 -0.6 -0.092
C -0.276 -0.409 -0.023 -0.9 0.4 0.0 -0.202
C -2.648 -0.684 0.420 0.2 1.4 0.4 0.005
H -3.632 -0.265 0.665 0.3 0.1 -0.8 0.112
H -3.163 -2.602 1.310 -1.1 -0.4 0.2 0.088
H 2.024 1.948 0.477 -1.0 -2.0 -0.2 0.121
H -0.836 -3.393 1.221 -0.1 -1.5 0.7 0.075
H 1.011 -1.975 0.379 0.4 -0.6 0.6 0.110
H 1.129 2.480 -2.558 1.2 -0.1 -0.3 0.043
H 2.679 0.219 0.331 -1.8 1.0 -0.7 0.108
H 1.290 0.418 1.375 0.5 1.1 -0.4 0.090
H -0.623 3.143 -2.500 1.8 -1.6 1.3 0.118
```
Forces are in eV/Å.

Output
HOMO-LUMO gap in eV: 8.879
Structure (SMILES): C=C1Oc2ccccc2N1C
Total charge: 0
E in eV: -13013.7503

Formula: C23H28NPdS4
Source: the OMol25 dataset
Level of theory: ωB97M-V/def2-TZVPD

```
57
Properties=species:S:1:pos:R:3:forces:R:3:lowdin_spin:R:1
Pd -0.290 0.107 -0.088 0.2 0.7 0.8 1.120
S -3.056 -1.115 -3.900 -0.2 0.4 0.1 0.001
S 0.307 -0.358 -2.465 -0.6 -0.1 0.3 0.108
S 2.804 2.940 2.130 -0.3 -0.3 -0.4 0.004
S -1.942 -1.989 -0.330 0.3 -0.3 -0.3 0.080
N 1.481 1.621 0.355 -1.0 -0.7 0.6 0.098
C 2.850 2.023 -4.528 0.2 0.2 0.1 0.000
C 3.504 4.423 -4.418 0.0 -0.2 0.0 0.000
C -3.368 -2.398 -1.418 0.2 0.4 0.3 0.022
C -0.544 -2.739 -1.243 -0.2 0.1 0.2 0.003
C -1.245 0.662 -2.561 0.3 0.0 0.0 0.017
C -0.133 0.093 2.016 0.3 0.1 -0.3 0.298
C 3.773 3.030 -3.831 0.0 0.0 -0.2 0.000
C -1.004 -0.348 4.210 0.1 0.1 -0.1 0.010
C 2.551 2.319 -1.728 0.0 0.0 0.0 0.002
C 4.330 3.899 -1.512 0.0 0.0 0.2 0.003
C -0.973 -0.626 2.847 -0.1 -0.2 0.0 0.075
C -0.164 0.618 4.747 -0.1 -0.1 0.1 0.026
C 1.572 1.802 1.645 0.6 0.5 -0.5 0.005
C 5.224 2.607 -4.094 -0.2 0.0 0.0 0.000
C -0.239 -2.096 -2.581 0.2 0.0 0.0 0.009
C -2.123 0.460 -3.782 -0.5 -0.4 0.1 0.007
C 3.536 3.076 -2.330 -0.2 -0.1 0.1 0.000
C 0.714 1.081 2.558 -0.5 -0.4 0.4 0.064
C 3.215 3.162 0.453 -0.4 -0.4 -0.1 0.007
C 4.190 3.949 -0.140 0.1 0.0 -0.1 0.000
C 0.687 1.338 3.930 0.1 0.0 -0.6 0.008
C -3.900 -1.263 -2.279 0.2 0.0 -0.6 0.002
C 2.386 2.355 -0.348 0.8 0.6 0.1 0.008
H 1.336 2.101 4.334 0.0 0.1 0.2 0.002
H -0.170 0.801 5.810 0.0 0.1 0.1 0.002
H 4.173 5.168 -3.999 0.1 0.1 0.0 0.000
H 5.408 2.547 -5.164 0.0 0.0 -0.1 0.000
H -1.836 0.533 -1.631 0.1 0.1 -0.6 0.004
H -1.682 -0.892 4.848 -0.1 -0.1 0.1 0.002
H 1.806 2.303 -4.407 -0.2 0.0 0.0 0.000
H -1.530 0.478 -4.696 0.0 0.1 0.0 0.000
H -4.142 -2.716 -0.720 0.0 -0.1 0.0 0.001
H 3.072 2.008 -5.592 0.0 0.0 -0.1 0.000
H -0.852 1.686 -2.583 -0.1 -0.2 0.1 0.000
H 4.829 4.577 0.460 0.1 0.1 0.0 0.000
H -0.773 -3.799 -1.378 0.1 0.0 0.0 0.000
H 5.413 1.627 -3.660 0.1 -0.1 0.0 0.000
H 3.642 4.408 -5.497 0.0 0.0 -0.1 0.000
H -4.937 -1.475 -2.532 -0.1 0.1 0.1 0.000
H -3.862 -0.308 -1.759 -0.1 0.1 0.0 0.000
H 3.005 1.020 -4.136 0.0 -0.1 0.0 0.000
H 5.933 3.310 -3.668 0.1 0.1 0.0 0.000
H 0.598 -2.612 -3.056 0.0 0.0 0.0 0.000
H -1.097 -2.120 -3.256 0.3 -0.1 0.1 0.002
H -2.860 1.266 -3.822 0.2 0.0 0.0 0.000
H 2.480 4.726 -4.208 -0.1 0.1 0.0 0.000
H -1.625 -1.398 2.454 0.1 0.0 0.0 0.007
H 5.092 4.513 -1.960 0.2 0.1 -0.1 0.000
H 0.307 -2.638 -0.558 -0.1 -0.2 -0.1 0.001
H 1.900 1.667 -2.288 0.1 0.0 -0.1 0.000
H -3.076 -3.252 -2.026 0.0 -0.1 0.0 0.003
```
Forces are in eV/Å.

Output
HOMO-LUMO gap (spin up / spin down) in eV: 8.006 / 5.568
Total charge: +1
E in eV: -72609.6399
Expectation value of S²: 2.009
Multiplicity: 3